Below is C12H22BrINO2 as an isolated structure in a non-equilibrium geometry, with properties calculated with ωB97M-V with the def2-TZVPD basis set.

```
! RIJCOSX wB97M-V def2-TZVPD def2/J DEFGRID3
* xyz 1 1
C -2.34482 -0.78228 -2.83049
C -0.94633 -0.80563 -3.40235
O -0.59721 -1.67827 -4.08231
O -0.16146 0.27448 -3.09607
C 0.90618 -0.01685 -2.22559
C 0.50209 -0.77395 -0.93954
C 1.21354 -0.25642 0.30912
C 0.47303 0.63256 1.35861
C -0.92066 1.25485 1.05576
C -0.90829 2.72026 0.64350
C -2.33270 3.27617 0.83984
Br -0.45732 2.95846 -1.24128
C 0.15378 -0.41731 2.51169
C 0.79516 -1.75192 2.04857
N 1.89578 -1.26514 1.17921
C 2.76838 -2.31239 0.56667
I 3.23986 -0.35110 2.57591
H -2.48540 -1.72558 -2.31899
H -2.46849 -0.00612 -2.08699
H -3.06418 -0.69459 -3.63017
H 1.67128 -0.59875 -2.73068
H 1.35778 0.92437 -1.94815
H 0.79414 -1.80591 -1.10594
H -0.56688 -0.80048 -0.76895
H 2.05094 0.32815 -0.07126
H 1.05105 1.48897 1.65819
H -1.52505 0.69868 0.34441
H -1.46861 1.25005 1.98911
H -0.18843 3.28242 1.22118
H -3.02873 2.47840 0.61246
H -2.44882 3.61105 1.86221
H -2.50925 4.05820 0.11667
H 0.36576 -0.09945 3.52353
H -0.89830 -0.67693 2.53918
H 0.04086 -2.12935 1.36317
H 1.06201 -2.49593 2.78016
H 2.30275 -2.81534 -0.27106
H 2.93948 -3.06064 1.32749
H 3.73705 -1.91671 0.32317
*
```

Output
- E_LUMO: -5.44 eV
- Orbital gap: 7.4 eV
- Molar mass: 419.121 g mol⁻¹